# 1
{"formula": "C22H16Br3CaCl2F5N3O4Te", "method": "wB97M-V/def2-TZVPD", "total_charge": -1, "lumo_ev": 2.0, "homo_energy_ev": -5.25, "species": ["Ca", "C", "C", "C", "C", "C", "C", "Br", "C", "C", "Br", "C", "O", "C", "N", "H", "H", "H", "H", "H", "H", "O", "C", "O", "C", "C", "C", "C", "C", "N", "H", "H", "H", "H", "Cl", "C", "Cl", "H", "H", "F", "Te", "F", "F", "F", "F", "O", "Br", "C", "C", "C", "N", "C", "C", "H", "H", "H", "H"], "xyz": [[0.518, -0.889, -0.367], [-2.551, -0.795, -2.326], [-2.990, -0.691, -0.896], [-4.348, -0.511, -0.553], [-4.716, -0.440, 0.759], [-3.745, -0.559, 1.777], [-4.004, -0.507, 3.165], [-5.778, -0.251, 3.807], [-2.986, -0.638, 4.068], [-1.671, -0.833, 3.638], [-0.296, -0.995, 4.932], [-1.305, -0.915, 2.288], [-0.121, -1.112, 1.868], [-2.409, -0.747, 1.353], [-2.067, -0.791, 0.038], [-3.364, -0.554, -3.010], [-2.208, -1.810, -2.537], [-1.707, -0.134, -2.522], [-5.087, -0.430, -1.339], [-5.753, -0.297, 1.034], [-3.192, -0.594, 5.129], [4.876, 0.232, -0.732], [3.725, 0.091, -0.362], [2.839, -0.741, -0.778], [3.217, 0.977, 0.780], [4.098, 1.771, 1.499], [3.609, 2.516, 2.557], [2.258, 2.437, 2.866], [1.451, 1.626, 2.087], [1.912, 0.923, 1.055], [5.139, 1.772, 1.209], [4.271, 3.141, 3.143], [1.836, 2.983, 3.699], [0.394, 1.521, 2.305], [-0.826, -6.342, -1.828], [0.040, -4.825, -1.519], [-0.927, -3.735, -0.499], [0.238, -4.331, -2.460], [0.961, -5.045, -0.998], [1.962, -3.636, -3.620], [2.386, -1.896, -2.969], [3.072, -0.133, -3.158], [2.249, -2.983, -1.355], [2.435, -1.671, -4.842], [4.156, -2.417, -2.946], [0.715, -1.324, -2.633], [1.162, 5.900, -0.623], [0.632, 4.100, -0.863], [-0.475, 3.617, -0.189], [-0.803, 2.285, -0.373], [-0.117, 1.465, -1.167], [0.935, 1.957, -1.826], [1.353, 3.274, -1.703], [-1.052, 4.246, 0.474], [-1.646, 1.852, 0.156], [1.481, 1.263, -2.456], [2.226, 3.624, -2.234]], "atomic_forces_ev_per_a": [[0.2, -0.1, 0.6], [0.0, 0.0, 0.0], [0.0, 0.0, 0.1], [0.0, 0.0, 0.0], [0.0, 0.0, 0.0], [0.1, 0.0, -0.1], [0.0, 0.0, 0.1], [0.0, 0.0, 0.0], [0.0, 0.0, 0.0], [0.1, 0.0, 0.0], [0.0, 0.0, 0.0], [0.1, -0.1, 0.0], [-0.1, 0.1, -0.2], [-0.1, 0.0, -0.1], [0.1, 0.0, -0.1], [0.0, 0.0, 0.0], [0.0, 0.0, 0.0], [0.0, 0.0, 0.0], [0.0, 0.0, 0.0], [0.0, 0.0, 0.0], [0.0, 0.0, 0.0], [0.0, 0.0, 0.0], [-0.1, 0.0, 0.1], [-0.2, 0.2, -0.1], [-0.1, 0.0, -0.1], [0.0, 0.0, 0.0], [0.0, 0.0, 0.0], [0.0, 0.0, 0.0], [0.0, 0.0, 0.0], [0.0, -0.1, 0.1], [0.0, 0.0, 0.0], [0.0, 0.0, 0.0], [0.0, 0.0, 0.0], [0.0, 0.0, 0.0], [0.0, 0.0, 0.0], [0.0, 0.0, 0.0], [0.0, 0.0, 0.0], [0.0, 0.0, 0.0], [0.0, 0.0, 0.0], [-0.1, 0.0, 0.0], [0.3, -0.2, -0.1], [0.0, 0.0, 0.0], [0.0, 0.1, 0.0], [-0.1, 0.0, 0.0], [0.0, 0.0, 0.0], [-0.2, 0.1, -0.1], [0.0, 0.0, 0.0], [0.0, 0.0, 0.0], [0.0, 0.0, 0.0], [0.0, 0.0, 0.0], [0.1, 0.1, 0.0], [0.0, 0.0, 0.0], [0.0, 0.0, 0.0], [0.0, 0.0, 0.0], [0.0, 0.0, 0.0], [0.0, 0.0, 0.0], [0.0, 0.0, 0.0]]}

---

# 2
{"formula": "C23H40AgNOS2Si", "method": "wB97M-V/def2-TZVPD", "total_charge": 0, "lumo_ev": 0.0, "homo_energy_ev": -6.15, "species": ["Ag", "O", "S", "C", "C", "C", "C", "H", "H", "H", "H", "H", "H", "H", "H", "C", "C", "C", "C", "Si", "C", "C", "C", "C", "C", "C", "C", "C", "H", "H", "H", "H", "H", "H", "H", "H", "H", "H", "H", "H", "H", "H", "H", "H", "H", "H", "H", "H", "H", "H", "H", "H", "H", "H", "H", "S", "C", "N", "C", "C", "C", "C", "C", "C", "H", "H", "H", "H", "H"], "xyz": [[-0.040, -0.491, -0.659], [-1.537, -1.684, 1.123], [-2.972, -1.370, 1.507], [-3.253, -1.868, 3.206], [-3.232, -3.454, 3.084], [-4.150, -3.787, 1.879], [-4.033, -2.668, 0.827], [-4.181, -1.413, 3.553], [-2.505, -1.428, 3.948], [-3.718, -3.906, 3.999], [-2.235, -3.885, 3.039], [-5.163, -3.836, 2.255], [-3.615, -4.723, 1.581], [-5.050, -2.163, 0.653], [-3.510, -2.978, -0.068], [-0.954, 1.744, 2.458], [-0.312, 2.434, 1.210], [-1.378, 2.515, 0.127], [0.222, 3.770, 1.661], [1.146, 1.318, 0.456], [2.106, 2.225, -0.977], [1.220, 3.087, -1.894], [2.787, 1.061, -1.763], [3.193, 3.116, -0.425], [2.303, 0.512, 1.819], [1.579, -0.675, 2.452], [2.613, 1.475, 3.018], [3.549, -0.223, 1.282], [-1.854, 2.231, 2.702], [-0.240, 1.766, 3.339], [-1.220, 0.713, 2.169], [-2.290, 3.004, 0.419], [-1.751, 1.506, -0.253], [-1.073, 3.163, -0.731], [-0.451, 4.125, 2.396], [0.320, 4.478, 0.789], [1.191, 3.678, 2.062], [0.248, 2.649, -1.991], [1.733, 3.075, -2.848], [1.212, 4.100, -1.483], [2.603, 0.055, -1.356], [3.884, 1.135, -1.763], [2.412, 1.070, -2.775], [4.074, 3.126, -1.117], [3.639, 2.807, 0.570], [3.022, 4.220, -0.293], [0.545, -0.469, 2.815], [2.098, -1.215, 3.283], [1.443, -1.364, 1.626], [1.748, 1.919, 3.530], [3.368, 2.311, 2.845], [2.998, 0.845, 3.799], [3.278, -0.991, 0.559], [3.995, -0.790, 2.194], [4.391, 0.362, 0.875], [-0.429, -4.349, -2.951], [-0.637, -3.109, -1.694], [-0.904, -1.920, -2.190], [-0.886, -1.901, -3.584], [-1.056, -0.773, -4.370], [-0.643, -0.745, -5.689], [-0.158, -1.934, -6.251], [-0.174, -3.147, -5.553], [-0.585, -3.144, -4.241], [-0.760, -3.309, -0.603], [-1.625, 0.049, -3.919], [-0.703, 0.180, -6.335], [0.262, -1.965, -7.298], [0.093, -4.149, -6.031]], "atomic_forces_ev_per_a": [[0.1, 0.5, 0.0], [-1.0, -0.6, 0.5], [0.9, 1.5, -0.6], [1.5, -1.2, 1.1], [-1.9, 1.3, 2.0], [2.2, -0.4, 0.4], [-1.1, 0.4, 0.9], [-0.4, -0.4, -0.4], [-0.5, -0.6, -1.4], [0.6, 0.5, -0.8], [0.1, 0.4, -0.3], [-0.2, -0.7, -0.3], [-1.7, 0.3, -0.5], [1.6, -0.8, -0.2], [-0.3, 0.1, -0.4], [2.1, -0.9, -0.6], [0.6, -1.5, 0.3], [-0.5, 0.0, -1.4], [-0.4, 0.6, -2.3], [-1.2, -0.9, -0.5], [0.1, -0.4, 1.1], [1.1, -0.5, 0.5], [0.3, -0.2, 0.5], [2.7, 1.3, 0.9], [0.2, 0.8, 0.9], [-1.8, -0.4, 0.2], [1.0, 0.7, -0.3], [1.4, -0.1, 1.6], [-1.2, 0.9, 0.5], [-1.0, -0.2, -1.0], [0.3, 0.2, 0.4], [-0.6, 0.4, 0.9], [0.8, 1.1, 0.4], [0.0, -0.8, 0.5], [-0.6, 1.1, 0.8], [-0.3, -0.4, 0.9], [1.2, 0.0, 0.8], [-0.5, 0.0, -0.4], [-0.1, 0.4, -0.5], [-0.5, -0.1, -0.3], [-0.2, 0.4, -0.1], [-0.2, 0.3, -0.2], [0.0, -0.2, -0.5], [-0.5, 0.0, 0.4], [-0.5, 0.0, -1.0], [-0.6, -1.0, -0.1], [0.7, 0.1, -0.2], [0.1, 0.7, -0.6], [-0.2, -0.6, 0.1], [0.0, 0.0, -0.7], [-0.9, -1.0, -0.1], [0.8, -0.3, 0.5], [-0.1, 0.1, -0.1], [-0.5, 0.8, -1.4], [-0.5, 0.1, 0.0], [0.1, 0.5, 0.2], [-1.2, 0.4, -1.4], [-0.1, -1.3, 0.3], [0.6, -1.4, -0.5], [-0.8, 1.3, 0.3], [-0.1, 0.2, -0.8], [0.7, -0.8, -1.3], [0.1, -1.3, -1.3], [0.3, 1.2, 2.9], [0.5, 0.0, -1.0], [0.8, 0.0, -0.1], [0.0, -1.2, 1.0], [-0.7, 0.2, 1.3], [-0.2, 1.7, 0.5]]}

---

| no. | frontier orbital gap (eV) |
| --- | --- |
| 1 | 7.269 |
| 2 | 6.198 |